[1]
Density functional theory data (ωB97M-V/def2-TZVPD) for C42H105N7O18SSn as an isolated structure at a distorted geometry.

Output
**DFT total energy**: -109185.36634 eV

Each line ends with the Löwdin charge.
Positions of all 174 atoms, in Å:
Sn 29.41 3.21 6.65  0.72
S 24.70 5.81 9.79  0.15
O 24.30 4.50 10.27  -0.22
O 26.13 5.95 9.94  -0.21
O 24.45 5.84 8.37  -0.19
O 24.00 6.87 10.45  -0.24
C 29.46 -1.84 6.63  -0.10
O 28.64 -1.08 7.54  -0.21
C 27.83 -1.92 8.36  -0.24
C 26.82 -1.06 9.13  -0.19
N 27.45 -0.01 9.98  -0.07
C 28.28 -0.49 11.08  -0.21
C 28.82 0.68 11.93  -0.17
O 29.68 1.62 11.20  -0.19
C 30.18 2.68 11.98  -0.14
H 28.89 -2.53 6.00  0.09
H 30.24 -2.37 7.17  0.08
H 29.96 -1.09 6.03  0.08
H 28.37 -2.56 9.06  0.11
H 27.27 -2.63 7.75  0.12
H 26.23 -1.65 9.83  0.11
H 26.07 -0.73 8.41  0.12
H 26.75 0.62 10.34  0.11
H 29.08 -1.11 10.67  0.11
H 27.67 -1.16 11.69  0.11
H 29.38 0.21 12.74  0.11
H 27.97 1.18 12.39  0.12
H 30.99 2.31 12.61  0.08
H 29.51 3.08 12.74  0.08
H 30.51 3.58 11.45  0.08
C 26.03 2.75 1.19  -0.11
O 25.77 2.99 2.59  -0.22
C 24.39 3.41 2.89  -0.17
C 24.15 4.77 2.27  -0.27
N 25.05 5.76 2.77  -0.06
C 24.84 7.06 2.11  -0.18
C 23.67 7.92 2.71  -0.24
O 23.38 8.94 1.82  -0.19
C 23.91 10.26 2.28  -0.06
H 25.28 2.03 0.86  0.08
H 26.95 2.17 1.09  0.08
H 26.08 3.64 0.57  0.08
H 24.30 3.50 3.97  0.12
H 23.76 2.62 2.50  0.12
H 23.14 5.06 2.55  0.11
H 24.20 4.68 1.18  0.11
H 24.85 5.84 3.76  0.11
H 24.88 6.95 1.02  0.12
H 25.72 7.66 2.33  0.10
H 23.91 8.30 3.70  0.12
H 22.78 7.29 2.72  0.11
H 23.81 11.01 1.49  0.08
H 24.98 10.31 2.50  0.08
H 23.32 10.68 3.09  0.08
C 24.32 16.52 8.13  -0.09
O 24.24 15.13 8.48  -0.22
C 25.34 14.54 9.17  -0.21
C 24.77 13.18 9.65  -0.20
N 25.87 12.35 10.19  -0.07
C 26.35 12.83 11.50  -0.21
C 27.55 11.99 12.02  -0.22
O 28.40 12.63 13.00  -0.19
C 29.43 11.71 13.49  -0.10
H 25.19 16.68 7.50  0.08
H 24.35 17.14 9.02  0.08
H 23.41 16.78 7.58  0.08
H 25.63 15.11 10.05  0.11
H 26.19 14.39 8.49  0.12
H 24.30 12.76 8.76  0.12
H 23.96 13.20 10.37  0.12
H 25.43 11.46 10.41  0.11
H 25.56 12.83 12.25  0.11
H 26.68 13.87 11.47  0.11
H 28.05 11.60 11.14  0.11
H 27.09 11.10 12.46  0.11
H 28.94 10.81 13.85  0.08
H 30.09 12.23 14.18  0.08
H 30.10 11.28 12.74  0.07
C 18.31 9.67 14.70  -0.10
O 17.04 9.11 14.32  -0.21
C 15.92 9.24 15.24  -0.18
C 14.63 8.57 14.73  -0.22
N 14.68 7.14 14.80  -0.07
C 13.42 6.59 14.29  -0.19
C 13.57 6.34 12.74  -0.17
O 13.50 7.55 11.95  -0.21
C 12.23 8.18 11.90  -0.12
H 18.29 10.75 14.83  0.08
H 19.02 9.34 13.93  0.09
H 18.61 9.24 15.65  0.08
H 15.77 10.31 15.36  0.11
H 16.23 8.80 16.19  0.11
H 14.32 8.91 13.75  0.12
H 13.88 8.77 15.50  0.11
H 14.82 7.01 15.80  0.10
H 12.54 7.18 14.54  0.10
H 13.30 5.63 14.80  0.11
H 12.79 5.67 12.39  0.11
H 14.52 5.82 12.62  0.12
H 11.35 7.56 11.72  0.08
H 12.26 8.99 11.16  0.09
H 12.00 8.61 12.87  0.07
C 16.27 6.86 21.25  -0.14
O 16.57 5.97 20.24  -0.18
C 17.15 4.77 20.74  -0.23
C 17.48 3.82 19.55  -0.18
N 18.67 4.27 18.79  -0.04
C 19.91 4.22 19.61  -0.19
C 20.96 5.32 19.20  -0.25
O 21.49 5.17 17.91  -0.19
C 22.79 5.77 17.80  -0.09
H 17.06 7.16 21.94  0.09
H 15.51 6.35 21.85  0.08
H 15.79 7.75 20.83  0.09
H 16.52 4.17 21.40  0.12
H 17.97 5.04 21.40  0.10
H 16.58 3.90 18.94  0.12
H 17.61 2.79 19.86  0.11
H 18.81 3.54 18.11  0.10
H 20.52 3.32 19.51  0.11
H 19.74 4.25 20.68  0.10
H 21.74 5.10 19.93  0.11
H 20.56 6.31 19.42  0.12
H 22.74 6.75 18.29  0.08
H 23.06 5.87 16.75  0.09
H 23.52 5.13 18.29  0.08
C 33.81 1.50 8.28  -0.10
O 33.62 2.93 8.21  -0.21
C 34.85 3.67 8.41  -0.20
C 34.48 5.14 8.32  -0.22
N 33.62 5.54 7.20  -0.06
C 33.63 6.96 6.97  -0.22
C 32.74 7.43 5.75  -0.18
O 31.36 7.10 5.93  -0.25
C 30.58 7.75 6.92  -0.09
H 34.51 1.26 7.47  0.08
H 32.94 0.92 7.97  0.08
H 34.27 1.10 9.18  0.09
H 35.57 3.49 7.61  0.12
H 35.33 3.45 9.36  0.12
H 35.44 5.63 8.20  0.11
H 34.02 5.46 9.26  0.12
H 34.05 5.19 6.36  0.11
H 34.60 7.19 6.51  0.11
H 33.53 7.53 7.89  0.12
H 33.07 6.91 4.85  0.12
H 32.76 8.50 5.56  0.12
H 30.62 8.82 6.73  0.09
H 31.06 7.46 7.86  0.08
H 29.55 7.40 6.90  0.08
C 15.84 9.86 7.45  -0.09
O 16.37 8.96 6.47  -0.21
C 17.78 8.64 6.53  -0.22
C 18.40 7.96 7.75  -0.21
N 17.59 6.80 8.12  -0.06
C 17.89 5.71 7.17  -0.19
C 17.00 4.47 7.54  -0.19
O 17.52 3.78 8.70  -0.20
C 18.58 2.76 8.55  -0.07
H 16.04 9.44 8.44  0.08
H 14.77 9.96 7.29  0.08
H 16.32 10.84 7.33  0.08
H 18.36 9.54 6.34  0.11
H 18.07 8.09 5.64  0.11
H 18.49 8.62 8.61  0.11
H 19.43 7.68 7.55  0.12
H 16.60 6.96 7.99  0.09
H 18.96 5.54 7.29  0.11
H 17.66 6.04 6.15  0.10
H 16.89 3.82 6.68  0.10
H 15.95 4.72 7.71  0.12
H 18.31 2.04 7.78  0.07
H 18.71 2.24 9.50  0.08
H 19.59 3.12 8.35  0.07

[2]
Density functional theory data (ωB97M-V/def2-TZVPD) for an isolated molecule of C19H23N3O4 at a distorted geometry.

Output
**SMILES**: COCC#Cc1cc(O[C@@H](C)COC)cc(C(=O)Nc2ccn(C)n2)c1
**DFT total energy**: -32730.68327 eV

Each line ends with the Löwdin charge.
Positions of all 49 atoms, in Å:
C 4.49 -2.11 7.16  -0.12
O 3.79 -1.98 5.93  -0.21
C 2.33 -1.85 5.88  -0.19
C 1.98 -1.08 4.67  0.01
C 1.67 -0.49 3.71  0.02
C 1.37 0.16 2.46  -0.19
C 0.04 0.46 2.17  0.07
C -0.26 1.09 0.93  -0.24
O -1.58 1.32 0.79  -0.04
C -2.21 2.22 -0.20  -0.31
C -2.52 1.33 -1.42  -0.05
C -3.42 2.98 0.38  -0.15
O -2.84 4.09 1.13  -0.18
C -3.68 4.58 2.23  -0.10
C 0.72 1.27 -0.01  0.01
C 2.06 0.91 0.21  -0.14
C 3.02 1.32 -0.77  -0.37
O 4.07 1.89 -0.37  0.05
N 2.88 1.23 -2.16  0.14
C 2.17 0.27 -2.88  -0.32
C 1.30 -0.81 -2.40  -0.02
C 1.03 -1.50 -3.47  -0.08
N 1.69 -0.84 -4.50  -0.22
C 1.69 -1.35 -5.85  -0.05
N 2.47 0.23 -4.15  0.16
C 2.39 0.41 1.50  0.07
H 4.06 -2.93 7.83  0.10
H 5.54 -2.39 7.08  0.08
H 4.50 -1.11 7.63  0.08
H 1.76 -2.88 5.79  0.15
H 1.87 -1.31 6.74  0.12
H -0.71 0.32 2.93  0.13
H -1.43 3.01 -0.62  0.18
H -3.17 0.48 -1.13  0.09
H -1.56 0.84 -1.92  0.12
H -3.20 1.90 -2.01  0.06
H -4.06 2.31 0.96  0.13
H -4.06 3.33 -0.41  0.11
H -3.69 3.93 3.12  0.09
H -4.71 4.82 1.99  0.07
H -3.38 5.56 2.56  0.07
H 0.49 1.76 -0.95  0.12
H 3.28 1.93 -2.77  0.15
H 0.94 -0.93 -1.39  0.10
H 0.41 -2.34 -3.49  0.11
H 2.72 -1.52 -6.15  0.08
H 1.21 -0.63 -6.58  0.10
H 1.06 -2.24 -5.95  0.08
H 3.41 0.26 1.70  0.11

[3]
Density functional theory data (ωB97M-V/def2-TZVPD) for a 2-piece molecular cluster, C5H8O2 overall.

Output
**SMILES**: O=CCOC1C=C1.[H][H]
**DFT total energy**: -9404.74074 eV

Each line ends with the Löwdin charge.
Positions of all 15 atoms, in Å:
O 0.24 0.93 -1.76  0.03
C 1.08 0.90 -0.89  -0.27
C 1.51 -0.39 -0.20  -0.18
O 0.61 -0.88 0.76  -0.14
C -0.74 -1.20 0.43  -0.30
C -1.82 -0.22 0.71  -0.02
C -1.58 -0.48 -0.54  0.00
H 1.59 1.84 -0.60  0.11
H 1.72 -1.11 -1.00  0.13
H 2.44 -0.21 0.35  0.12
H -0.89 -2.26 0.63  0.13
H -2.40 0.31 1.45  0.10
H -1.84 -0.34 -1.58  0.11
H -0.22 1.33 1.22  0.07
H 0.29 1.87 1.14  0.09

[4]
Density functional theory data (ωB97M-V/def2-TZVPD) for C4H19EuN2Si as an isolated structure at a distorted geometry.

Output
**Multiplicity**: 8
**Total charge**: -1
**Expectation value of S²**: 15.76
**DFT total energy**: -34639.69760 eV

Each line ends with the Löwdin charge.
Positions of all 27 atoms, in Å:
C 1.14 1.14 -2.17  -0.49
Eu -0.68 0.40 -0.68  0.74
N -0.63 -1.00 1.31  -0.12
N 0.62 2.32 0.73  -0.06
H 0.27 -1.51 1.39  0.02
H -3.24 0.36 -0.67  -0.35
H 0.71 0.63 -3.11  -0.08
H 2.26 1.07 -2.19  -0.09
H 0.73 2.24 -2.16  -0.09
H 1.26 1.79 1.32  0.02
H -0.16 2.68 1.26  0.01
H 1.14 3.11 0.28  0.05
H -0.80 -0.33 2.06  0.01
H -1.43 -1.64 1.15  0.02
C 2.61 -2.76 -0.28  -0.33
Si 1.40 -2.06 -1.55  0.38
C 2.31 -1.89 -3.20  -0.30
C 0.01 -3.34 -1.73  -0.34
H 3.36 -1.99 0.00  0.00
H 3.16 -3.63 -0.70  0.00
H 2.10 -3.09 0.64  -0.01
H 2.66 -2.88 -3.55  0.00
H 1.64 -1.48 -3.98  0.01
H 3.17 -1.22 -3.12  0.01
H 0.40 -4.25 -2.21  -0.01
H -0.41 -3.62 -0.75  -0.01
H -0.81 -2.94 -2.36  0.00